# 1
{
  "formula": "C21H31N3O3",
  "method": "wB97M-V/def2-TZVPD",
  "smiles": "CCCCN(CC)Cc1ccc(CNC(=O)Nc2ccc(OCC)cc2)o1",
  "e_lumo_ev": 0.64,
  "gap_ev": 8.35,
  "symbols": ["C", "C", "C", "C", "N", "C", "C", "H", "H", "H", "H", "H", "C", "C", "C", "C", "C", "O", "C", "N", "C", "O", "N", "C", "C", "C", "C", "C", "C", "H", "H", "O", "C", "C", "H", "H", "H", "H", "H", "H", "H", "H", "H", "H", "H", "H", "H", "H", "H", "H", "H", "H", "H", "H", "H", "H", "H", "H"],
  "positions_angstrom": [[8.096, 2.526, 0.996], [7.562, 2.426, -0.428], [6.135, 1.882, -0.494], [6.031, 0.426, -0.032], [4.788, -0.179, -0.480], [4.868, -1.615, -0.682], [5.102, -2.467, 0.571], [5.196, -3.512, 0.286], [4.266, -2.376, 1.260], [6.014, -2.165, 1.080], [3.935, -1.927, -1.159], [5.677, -1.791, -1.396], [3.655, 0.239, 0.333], [2.363, -0.272, -0.208], [1.696, 0.000, -1.366], [0.527, -0.798, -1.350], [0.561, -1.504, -0.185], [1.675, -1.183, 0.517], [-0.419, -2.453, 0.423], [-1.489, -1.757, 1.119], [-2.647, -1.445, 0.444], [-2.920, -1.928, -0.632], [-3.450, -0.587, 1.153], [-4.715, -0.094, 0.810], [-5.333, -0.366, -0.403], [-6.579, 0.162, -0.693], [-7.236, 0.975, 0.223], [-6.612, 1.246, 1.443], [-5.373, 0.720, 1.731], [-4.907, 0.943, 2.681], [-7.123, 1.878, 2.151], [-8.450, 1.571, 0.043], [-9.202, 1.292, -1.119], [-9.889, -0.069, -1.065], [-10.534, -0.122, -0.192], [-9.158, -0.871, -1.000], [-10.491, -0.212, -1.959], [-8.576, 1.378, -2.016], [-9.955, 2.085, -1.150], [-7.020, -0.073, -1.649], [-4.835, -0.996, -1.121], [-3.128, -0.299, 2.066], [-1.197, -1.163, 1.880], [-0.900, -3.042, -0.362], [0.090, -3.111, 1.131], [-0.240, -0.847, -2.096], [2.008, 0.678, -2.132], [3.747, -0.088, 1.384], [3.634, 1.332, 0.319], [6.142, 0.371, 1.063], [6.852, -0.135, -0.484], [5.487, 2.519, 0.112], [5.779, 1.927, -1.525], [8.221, 1.786, -1.019], [7.575, 3.421, -0.881], [7.430, 3.128, 1.611], [8.187, 1.542, 1.448], [9.079, 2.992, 1.000]],
  "forces_ev_per_angstrom": [[0.05, -0.01, -0.25], [-0.21, 0.09, 0.19], [0.30, -0.14, -0.01], [-0.14, 0.31, -0.14], [-0.08, -0.01, -0.03], [0.02, -0.24, 0.09], [-0.06, 0.25, -0.25], [0.02, -0.13, 0.03], [-0.06, -0.04, 0.13], [0.09, -0.02, 0.11], [0.09, -0.05, -0.06], [-0.08, -0.02, -0.02], [0.03, -0.09, 0.00], [0.01, 0.65, -0.64], [0.36, -0.04, 0.57], [-0.03, -0.43, 0.47], [-0.45, -0.08, -0.73], [0.04, -0.20, 0.32], [0.11, 0.18, 0.01], [0.15, -0.10, 0.31], [0.13, 0.08, 0.55], [-0.14, -0.08, -0.46], [0.19, 0.14, 0.34], [-0.27, 0.04, -0.28], [0.22, -0.09, 0.06], [-0.36, 0.24, 0.05], [0.16, -0.02, 0.11], [-0.15, -0.03, -0.18], [0.03, -0.09, -0.13], [0.04, 0.03, 0.10], [-0.05, 0.07, 0.09], [0.13, 0.04, 0.23], [-0.27, -0.18, -0.26], [0.26, 0.31, 0.11], [-0.07, -0.02, 0.06], [0.01, -0.10, -0.02], [-0.07, -0.05, -0.10], [-0.04, 0.06, 0.09], [0.14, -0.09, -0.08], [-0.08, -0.01, -0.07], [0.01, -0.01, -0.02], [0.00, -0.12, -0.19], [-0.09, -0.01, -0.09], [0.17, 0.01, 0.14], [-0.05, -0.03, -0.14], [-0.22, -0.07, -0.13], [0.15, 0.17, -0.15], [-0.02, 0.10, -0.04], [-0.03, -0.10, 0.13], [0.09, -0.08, -0.04], [0.05, -0.04, 0.05], [-0.08, 0.08, -0.01], [-0.08, -0.01, 0.01], [0.02, 0.02, -0.10], [0.06, -0.03, -0.07], [-0.06, 0.06, 0.12], [0.03, -0.08, 0.13], [0.09, 0.03, 0.10]],
  "lowdin_charge": [-0.115, -0.271, -0.205, -0.218, -0.178, -0.239, -0.074, 0.072, 0.062, 0.066, 0.112, 0.115, -0.122, -0.271, -0.006, -0.002, -0.252, 0.077, -0.103, 0.065, -0.535, 0.066, 0.127, -0.233, -0.005, -0.015, -0.275, -0.006, -0.028, 0.109, 0.117, -0.059, -0.254, -0.065, 0.078, 0.067, 0.076, 0.115, 0.122, 0.106, 0.100, 0.138, 0.136, 0.128, 0.128, 0.113, 0.113, 0.130, 0.123, 0.119, 0.125, 0.103, 0.115, 0.104, 0.103, 0.073, 0.064, 0.067]
}

---

# 2
{
  "formula": "C30H85N11O9",
  "method": "wB97M-V/def2-TZVPD",
  "smiles": "COC[C@H](C)N.COC[C@H](C)N.COC[C@H](C)N.COC[C@H](C)N.COC[C@H](C)N.COC[C@H](C)N.COC[C@H](C)N.NC(N)=O.NC(N)=O",
  "e_lumo_ev": 0.07,
  "gap_ev": 8.88,
  "symbols": ["C", "C", "C", "O", "C", "N", "H", "H", "H", "H", "H", "H", "H", "H", "H", "H", "H", "C", "C", "C", "O", "C", "N", "H", "H", "H", "H", "H", "H", "H", "H", "H", "H", "H", "C", "C", "C", "O", "C", "N", "H", "H", "H", "H", "H", "H", "H", "H", "H", "H", "H", "C", "C", "C", "O", "C", "N", "H", "H", "H", "H", "H", "H", "H", "H", "H", "H", "H", "C", "C", "C", "O", "C", "N", "H", "H", "H", "H", "H", "H", "H", "H", "H", "H", "H", "C", "C", "C", "O", "C", "N", "H", "H", "H", "H", "H", "H", "H", "H", "H", "H", "H", "C", "C", "C", "O", "C", "N", "H", "H", "H", "H", "H", "H", "H", "H", "H", "H", "H", "C", "O", "N", "N", "H", "H", "H", "H", "C", "O", "N", "N", "H", "H", "H", "H"],
  "positions_angstrom": [[-1.254, 5.198, 11.393], [-0.267, 5.682, 10.353], [0.880, 4.644, 10.008], [1.906, 5.262, 9.250], [3.079, 4.396, 9.160], [-1.104, 6.017, 9.219], [-2.017, 5.871, 11.784], [-0.750, 4.865, 12.301], [-1.651, 4.247, 11.038], [0.304, 6.593, 10.533], [0.508, 3.848, 9.364], [1.258, 4.111, 10.880], [3.452, 4.200, 10.165], [3.977, 4.754, 8.657], [2.790, 3.607, 8.465], [-1.644, 5.280, 8.789], [-0.561, 6.451, 8.486], [2.650, 0.312, 1.393], [1.493, 0.842, 0.632], [0.350, -0.199, 0.250], [1.136, -1.038, -0.632], [0.402, -2.176, -1.112], [0.972, 1.808, 1.595], [2.394, -0.025, 2.397], [3.461, 1.039, 1.448], [3.201, -0.497, 0.913], [1.760, 1.356, -0.292], [-0.497, 0.290, -0.231], [-0.132, -0.743, 1.061], [-0.039, -2.702, -0.265], [1.144, -2.859, -1.525], [-0.380, -1.786, -1.763], [0.668, 1.412, 2.473], [1.705, 2.497, 1.683], [-3.569, -9.817, -1.850], [-3.359, -9.163, -0.524], [-1.821, -8.944, -0.251], [-1.666, -8.302, 0.998], [-0.345, -8.445, 1.476], [-3.967, -7.820, -0.783], [-2.832, -10.613, -1.950], [-3.437, -9.272, -2.784], [-4.491, -10.373, -1.675], [-3.903, -9.749, 0.217], [-1.211, -8.377, -0.954], [-1.392, -9.946, -0.257], [0.215, -9.366, 1.317], [-0.291, -8.379, 2.563], [0.146, -7.610, 0.976], [-4.958, -7.981, -0.672], [-3.691, -7.099, -0.132], [-2.566, -3.861, 8.410], [-2.061, -5.130, 7.678], [-2.949, -6.336, 7.967], [-2.701, -6.746, 9.383], [-1.428, -7.341, 9.750], [-2.110, -4.936, 6.192], [-2.084, -2.942, 8.077], [-2.574, -3.848, 9.500], [-3.623, -3.719, 8.183], [-1.009, -5.304, 7.904], [-2.654, -7.135, 7.287], [-3.997, -6.142, 7.738], [-0.689, -6.555, 9.598], [-1.335, -8.234, 9.132], [-1.577, -7.650, 10.785], [-1.833, -5.810, 5.769], [-1.346, -4.281, 6.115], [6.202, 7.725, 2.544], [4.926, 8.499, 2.174], [4.572, 8.320, 0.700], [5.439, 8.885, -0.280], [5.505, 10.331, -0.217], [3.822, 7.896, 2.830], [6.476, 7.944, 3.576], [7.086, 8.057, 1.999], [6.109, 6.639, 2.501], [5.051, 9.541, 2.467], [3.543, 8.571, 0.442], [4.615, 7.251, 0.493], [4.589, 10.886, -0.422], [6.196, 10.816, -0.906], [5.702, 10.657, 0.804], [2.980, 8.443, 2.719], [3.922, 7.868, 3.834], [5.005, 2.537, -5.331], [4.066, 1.395, -5.782], [3.679, 1.451, -7.286], [2.707, 0.448, -7.628], [2.490, 0.469, -8.984], [4.630, 0.116, -5.421], [4.664, 3.572, -5.296], [5.782, 2.556, -6.095], [5.586, 2.314, -4.436], [3.132, 1.525, -5.235], [4.462, 1.607, -8.028], [3.193, 2.417, -7.424], [3.402, 0.201, -9.517], [2.158, 1.430, -9.377], [1.757, -0.255, -9.341], [3.863, -0.447, -5.081], [5.023, -0.525, -6.095], [-4.081, -3.795, -11.300], [-4.580, -4.380, -9.861], [-3.464, -4.610, -8.783], [-2.410, -5.362, -9.282], [-1.253, -5.285, -8.468], [-5.566, -3.615, -9.218], [-4.886, -3.988, -12.009], [-3.189, -4.304, -11.664], [-3.784, -2.748, -11.236], [-5.112, -5.283, -10.158], [-3.877, -4.957, -7.836], [-2.983, -3.666, -8.526], [-0.382, -5.826, -8.840], [-1.507, -5.596, -7.455], [-0.902, -4.262, -8.331], [-5.086, -2.745, -9.039], [-5.982, -4.062, -8.413], [-3.954, 2.493, -7.107], [-4.291, 1.907, -8.102], [-2.741, 2.388, -6.521], [-4.689, 3.412, -6.612], [-2.592, 2.776, -5.600], [-2.088, 1.770, -6.980], [-4.365, 4.246, -6.141], [-5.584, 3.528, -7.065], [-2.245, 6.131, -1.295], [-2.906, 6.864, -2.059], [-2.512, 6.029, -0.031], [-1.210, 5.427, -1.617], [-2.878, 6.868, 0.395], [-1.903, 5.411, 0.486], [-0.729, 4.838, -0.953], [-0.696, 5.929, -2.327]],
  "forces_ev_per_angstrom": [[1.25, -1.05, 1.47], [0.36, -0.58, -1.19], [-0.83, -0.20, -0.36], [1.57, 0.45, 0.28], [-0.91, 0.57, -0.39], [0.16, 0.92, -1.00], [-0.01, 0.18, -0.85], [0.41, 0.09, 0.20], [-0.62, 0.19, -0.25], [-0.27, 0.14, 0.76], [-0.66, -0.26, -0.03], [0.28, 0.38, 0.45], [-0.42, -0.90, 0.01], [-0.47, 1.39, -0.19], [0.01, -0.96, 0.84], [0.13, -0.39, 0.36], [0.03, 0.04, -0.13], [2.27, -1.89, -0.84], [-2.41, -0.47, 1.62], [2.67, 0.56, -0.71], [-1.41, -0.44, 0.46], [0.62, 0.89, 0.92], [-1.35, 1.68, -1.41], [-0.15, 0.11, -0.06], [-0.30, 0.54, 0.34], [-0.31, -0.50, -0.19], [0.07, -0.08, 0.07], [0.17, 0.28, -0.56], [0.59, -0.32, 0.49], [-0.30, -0.05, 0.10], [-0.33, 0.20, -0.59], [0.00, -0.62, -0.43], [0.44, 0.00, -0.03], [-0.30, 0.17, 0.79], [0.68, -2.63, 0.07], [1.84, 3.33, -1.71], [-1.38, -0.76, 0.72], [-0.28, -1.52, 0.71], [0.31, 1.13, 0.14], [-0.18, -0.42, 0.72], [0.16, -0.47, 0.03], [-0.64, 0.53, 0.52], [-0.43, 0.21, -1.22], [0.66, 0.13, 0.57], [-0.69, 0.19, -0.84], [0.22, -0.26, 0.36], [-0.53, -0.41, -0.85], [-0.43, 0.65, 0.02], [1.00, -0.06, 0.44], [-0.33, 0.55, -0.11], [0.02, -0.15, 0.44], [-0.58, -0.01, -0.44], [-1.04, 0.40, -0.44], [2.36, -0.49, 1.88], [-1.39, 0.25, -0.97], [-2.09, 0.72, -1.19], [-0.11, 0.77, 1.34], [0.31, -0.11, -0.10], [0.59, -0.57, 0.00], [-0.12, -0.08, -0.36], [-0.07, -0.36, 0.63], [0.15, -0.40, 0.05], [-0.04, 0.14, 0.78], [0.59, -0.60, 0.25], [0.75, -0.02, -0.05], [0.35, 0.24, -0.04], [0.24, -0.03, -0.22], [0.09, 0.16, -1.12], [0.33, 0.63, 0.46], [1.03, -0.34, -0.70], [0.58, -0.33, -1.17], [0.25, 1.65, 0.03], [-0.49, -0.01, 0.73], [-1.56, -0.58, 1.29], [-0.20, 0.05, 0.28], [-0.20, -0.09, -0.43], [-0.26, 0.06, -0.40], [0.16, 0.25, -0.19], [-0.29, 0.55, 0.41], [0.13, -0.12, 0.14], [-0.82, -0.67, -0.33], [0.49, -0.90, 0.02], [0.61, -0.07, 0.04], [-0.20, 0.09, -0.37], [0.42, -0.19, 0.19], [1.12, -0.22, -1.30], [0.03, 0.32, -0.92], [-1.21, 1.45, 0.74], [0.95, 0.30, 1.25], [0.01, -0.34, -1.79], [-0.45, -1.26, 1.36], [-0.67, -0.24, 0.07], [0.35, 0.16, -0.19], [-0.61, -0.24, 0.23], [-0.13, -0.29, 0.01], [0.75, -1.15, 0.12], [-0.52, 0.41, 0.15], [0.33, 0.09, -0.20], [-0.03, 0.40, 0.18], [-0.21, -0.18, 0.68], [-0.01, -0.08, 0.42], [0.29, 0.86, -0.81], [-0.24, -0.62, 2.04], [1.59, -1.41, -1.19], [0.30, 0.76, -1.47], [1.23, -1.31, -0.39], [-0.32, 0.40, 0.58], [-0.85, 1.95, -0.75], [0.02, 0.44, 0.04], [-0.08, -0.36, 0.29], [-0.43, 0.18, 0.00], [0.65, -0.68, 0.24], [-0.24, -0.63, 0.03], [-0.53, 0.88, 0.01], [-0.55, -0.40, -0.32], [0.15, -0.47, 0.18], [-0.14, 0.50, -0.30], [-0.82, 0.49, 0.89], [0.28, 0.27, 0.11], [2.65, -1.04, -1.53], [-0.21, -1.93, -1.40], [1.11, -0.59, 0.27], [-4.17, 4.23, 2.39], [0.25, -0.34, -0.32], [-0.03, 0.15, 0.50], [0.23, -0.45, 0.08], [0.18, -0.03, 0.05], [-3.30, 3.18, -2.13], [1.33, -0.78, 0.61], [-1.49, -0.14, 4.33], [3.59, -1.95, -3.00], [-0.30, -0.53, 0.22], [-0.34, 0.62, 0.53], [0.14, 0.44, -0.29], [0.38, -0.90, -0.26]],
  "lowdin_charge": [-0.077, -0.414, -0.211, -0.204, -0.085, 0.014, 0.080, 0.068, 0.079, 0.136, 0.115, 0.112, 0.086, 0.076, 0.085, 0.071, 0.068, -0.099, -0.413, -0.157, -0.226, -0.090, -0.003, 0.085, 0.080, 0.072, 0.140, 0.113, 0.115, 0.078, 0.088, 0.087, 0.069, 0.064, -0.102, -0.396, -0.199, -0.193, -0.121, 0.021, 0.067, 0.088, 0.079, 0.134, 0.130, 0.110, 0.084, 0.083, 0.089, 0.065, 0.060, -0.055, -0.436, -0.151, -0.233, -0.078, 0.026, 0.067, 0.075, 0.075, 0.116, 0.107, 0.127, 0.073, 0.082, 0.087, 0.057, 0.062, -0.052, -0.465, -0.213, -0.175, -0.097, 0.019, 0.069, 0.079, 0.081, 0.124, 0.120, 0.126, 0.078, 0.085, 0.068, 0.077, 0.079, -0.067, -0.419, -0.197, -0.169, -0.163, 0.032, 0.071, 0.066, 0.071, 0.133, 0.121, 0.116, 0.086, 0.088, 0.089, 0.067, 0.075, -0.024, -0.415, -0.229, -0.184, -0.111, 0.013, 0.064, 0.059, 0.064, 0.126, 0.119, 0.114, 0.087, 0.084, 0.078, 0.078, 0.079, -0.797, 0.042, 0.151, 0.156, 0.100, 0.107, 0.118, 0.122, -0.780, 0.002, 0.155, 0.155, 0.125, 0.105, 0.109, 0.125]
}

---

# 3
{
  "formula": "C8H17Al2BF2N3NaO11P",
  "method": "wB97M-V/def2-TZVPD",
  "e_lumo_ev": -15.36,
  "total_charge": 3,
  "gap_ev": 1.36,
  "symbols": ["C", "C", "C", "F", "P", "N", "C", "O", "B", "N", "O", "H", "H", "H", "H", "H", "H", "H", "H", "H", "H", "H", "C", "O", "C", "O", "O", "C", "H", "H", "H", "H", "H", "H", "N", "O", "O", "O", "Al", "C", "O", "O", "O", "F", "Na", "Al"],
  "positions_angstrom": [[1.366, 1.756, 0.545], [0.556, 1.525, -0.790], [-0.118, 0.119, -0.875], [-0.007, -0.536, 0.321], [0.393, -1.013, -2.390], [0.741, -2.122, -3.835], [0.543, -3.293, -3.489], [0.390, -4.344, -3.057], [2.297, -1.205, -1.840], [2.746, -1.647, -0.567], [3.238, -0.919, -2.782], [0.711, 2.151, 1.331], [1.853, 0.840, 0.864], [2.166, 2.558, 0.409], [1.203, 1.778, -1.663], [-0.297, 2.332, -0.779], [-1.201, 0.304, -0.997], [0.078, 0.032, -3.297], [-0.662, -1.878, -2.016], [2.086, -2.217, -0.049], [3.157, -0.927, 0.013], [2.870, -0.257, -3.384], [-2.570, -2.265, 6.595], [-1.471, -2.616, 5.737], [-1.138, -1.705, 4.850], [-1.663, -0.628, 4.691], [-0.109, -2.171, 4.133], [0.349, -1.268, 3.141], [-2.728, -3.102, 7.266], [-2.330, -1.381, 7.182], [-3.474, -2.103, 6.010], [0.709, -0.345, 3.598], [-0.442, -1.057, 2.425], [1.177, -1.749, 2.623], [0.343, -1.606, -7.388], [-0.582, -2.391, -7.397], [1.382, -1.887, -7.942], [0.228, -0.532, -6.816], [-0.337, 2.977, -2.519], [-2.939, 5.291, 0.005], [-4.036, 5.765, 0.241], [-1.864, 5.833, 0.355], [-2.725, 4.204, -0.614], [2.089, 3.325, 2.304], [-3.276, 2.308, 0.049], [1.298, 4.069, -0.202]],
  "forces_ev_per_angstrom": [[-0.46, 0.32, -1.51], [-0.39, -0.40, 1.42], [-0.36, 1.07, -0.19], [0.25, -0.09, -0.28], [-0.83, -0.07, 0.13], [-0.22, -0.04, -0.13], [0.49, -0.10, -0.13], [-0.19, -0.31, -0.21], [2.47, -0.74, 0.15], [-1.91, 0.24, -0.39], [-1.34, 1.18, 0.55], [0.28, -0.34, 0.19], [0.18, 0.20, 0.18], [0.04, -1.65, 0.58], [-0.01, -0.32, 0.03], [0.93, -1.25, 0.54], [0.07, -0.28, -0.27], [0.02, -0.12, 0.19], [0.13, 0.27, 0.19], [0.26, 0.05, 0.41], [0.71, -0.43, 0.07], [0.60, -0.33, -0.76], [-0.31, 0.00, 0.33], [0.01, 0.09, -0.08], [-0.09, -0.34, 0.39], [0.01, 0.11, -0.27], [0.09, 0.07, -0.17], [0.21, 0.09, 0.01], [0.17, -0.10, -0.11], [0.02, 0.04, -0.11], [0.08, 0.08, -0.05], [-0.09, 0.05, -0.04], [-0.11, 0.07, 0.14], [-0.01, -0.19, 0.15], [0.00, -0.08, -0.14], [-0.06, -0.03, 0.08], [0.09, 0.03, 0.00], [0.03, -0.06, 0.12], [-0.38, 1.18, -1.61], [0.89, -0.51, -0.64], [0.12, 0.32, 0.23], [-0.44, 0.48, 0.29], [-0.21, 0.43, -0.09], [-0.78, 1.12, -2.25], [-0.83, -0.88, 0.58], [0.87, 1.16, 2.47]],
  "lowdin_charge": [-0.149, -0.445, -0.463, -0.028, 0.985, -0.033, -0.395, 0.290, -0.654, 0.239, 0.181, 0.092, 0.111, 0.000, 0.030, -0.098, 0.107, 0.029, 0.083, 0.099, 0.111, 0.103, -0.005, 0.040, -0.612, 0.128, 0.031, -0.068, 0.105, 0.106, 0.100, 0.108, 0.068, 0.089, -0.558, 0.340, 0.363, 0.279, 0.931, -0.823, 0.407, 0.361, 0.045, -0.511, 0.792, 1.093]
}